No. 1
{"formula": "C5H11NO", "method": "ωB97M-V with the def2-TZVPD basis set", "e_homo_ev": [-0.05, -1.45], "relative_energy_kj_mol": 185.4, "lumo_energy_ev": [3.907, 3.878], "spin_multiplicity": 2, "total_charge": -1, "total_energy_ha": -327.00430, "s_squared": 0.778, "elements": ["N", "C", "C", "C", "C", "C", "H", "H", "H", "H", "H", "H", "H", "H", "H", "H", "H", "O"], "coordinates": [[0.34664, 2.41714, 0.59859], [0.72387, 1.06768, 0.46440], [-0.06794, 0.14837, -0.16560], [-1.30411, 0.45496, -0.81691], [-1.99621, -0.43062, -1.69440], [2.01963, 0.66962, 1.14856], [0.90292, 3.00795, 1.19117], [-0.64051, 2.60336, 0.67380], [0.38652, -0.81865, -0.40266], [-1.85341, 1.28799, -0.38021], [-2.27138, -0.15320, -2.71826], [-1.88053, -1.51226, -1.54995], [2.85337, 0.62596, 0.42907], [2.31471, 1.41474, 1.88876], [1.93395, -0.29417, 1.63597], [-0.55809, -2.73408, 0.15683], [-0.17251, -4.07570, -0.57032], [-0.73694, -3.67911, 0.11117]]}

=====

No. 2
{"formula": "C3H9N4", "method": "ωB97M-V with the def2-TZVPD basis set", "e_homo_ev": [-11.40, -14.77], "relative_energy_kj_mol": 144.2, "lumo_energy_ev": [-3.222, -6.745], "spin_multiplicity": 3, "total_charge": 1, "total_energy_ha": -338.30376, "s_squared": 2.018, "elements": ["C", "C", "C", "N", "N", "N", "N", "H", "H", "H", "H", "H", "H", "H", "H", "H"], "coordinates": [[0.81382, -0.20881, 0.08337], [1.05729, -1.68502, -0.01143], [-0.77273, 1.66116, -0.01390], [-2.57207, -0.28288, 0.07248], [-1.41192, -0.71222, 0.00744], [-0.44761, 0.23365, 0.03551], [1.79900, 0.66646, 0.03061], [0.59544, -2.15518, -0.99158], [0.54756, -2.28874, 0.90114], [2.14104, -2.08537, -0.02659], [0.02887, 2.23569, -0.42785], [-1.64650, 1.59712, -0.77828], [-1.31616, 2.03175, 1.00402], [-3.28176, -1.06143, -0.00931], [2.71205, 0.40862, -0.20902], [1.75368, 1.64519, 0.33339]]}

=====

No. 3
{"formula": "C35H35N3O7S2Ti", "method": "ωB97M-V with the def2-TZVPD basis set", "e_homo_ev": -8.06, "relative_energy_kj_mol": 0.0, "lumo_energy_ev": -0.873, "total_charge": 0, "total_energy_ha": -3691.61273, "elements": ["Ti", "C", "C", "C", "C", "C", "C", "N", "C", "C", "C", "C", "C", "C", "H", "H", "H", "H", "H", "H", "H", "H", "H", "H", "C", "C", "C", "C", "C", "C", "C", "S", "O", "O", "N", "C", "C", "C", "O", "O", "H", "H", "H", "H", "H", "H", "H", "H", "H", "H", "H", "H", "N", "C", "C", "C", "C", "C", "C", "S", "O", "O", "O", "H", "H", "H", "H", "H", "H", "C", "C", "C", "C", "C", "C", "C", "H", "H", "H", "H", "H", "H", "H"], "coordinates": [[-1.24607, 0.09733, 1.13605], [-2.60234, -5.17304, 1.67331], [-3.46189, -4.20242, 2.16946], [-3.37119, -2.89378, 1.72055], [-2.41656, -2.55057, 0.77060], [-1.56290, -3.52401, 0.26107], [-1.65677, -4.83233, 0.71718], [-2.32969, -1.18996, 0.31234], [-3.05604, -0.95370, -0.91615], [-2.50286, -1.31043, -2.13853], [-3.20917, -1.07277, -3.30863], [-4.46709, -0.48910, -3.25734], [-5.01927, -0.14369, -2.03125], [-4.31535, -0.37367, -0.85877], [-2.67443, -6.19339, 2.02538], [-4.20682, -4.46431, 2.90948], [-4.03301, -2.12729, 2.10367], [-0.84386, -3.26310, -0.50697], [-0.99402, -5.58679, 0.31347], [-1.51789, -1.75577, -2.18085], [-2.76458, -1.34032, -4.25838], [-5.01609, -0.30229, -4.17069], [-6.00127, 0.30961, -1.98648], [-4.72942, -0.09833, 0.10363], [4.93520, 0.96347, -3.35357], [4.02325, 1.42303, -2.25893], [4.07807, 0.82185, -0.99759], [3.26279, 1.23772, 0.03405], [2.36761, 2.28109, -0.19234], [2.28997, 2.89938, -1.43007], [3.11350, 2.45954, -2.45637], [1.33300, 2.71123, 1.14782], [2.11957, 3.02712, 2.29454], [0.35638, 1.62743, 1.29180], [0.50698, 4.03937, 0.74843], [-0.72381, 4.11893, -0.03564], [-2.01283, 3.80103, 0.73273], [-2.17061, 2.31571, 0.89093], [-1.96691, 1.56254, -0.11412], [-2.35531, 1.75559, 1.99822], [4.74556, -0.08111, -3.60995], [5.97536, 1.05598, -3.03269], [4.78291, 1.53788, -4.26358], [4.77922, 0.01257, -0.83248], [3.33142, 0.78058, 1.01517], [1.60304, 3.71828, -1.59626], [3.04402, 2.91697, -3.43453], [0.81593, 4.84624, 1.26833], [-0.64685, 3.45118, -0.89353], [-0.76775, 5.13454, -0.42611], [-2.85901, 4.16561, 0.14527], [-2.03862, 4.27847, 1.71059], [0.53195, -1.10087, 0.84288], [0.96218, -1.14740, -0.55305], [0.56920, -0.14220, -1.42034], [1.00253, -0.17136, -2.73540], [1.82408, -1.19273, -3.18057], [2.20255, -2.20643, -2.31125], [1.76895, -2.18694, -0.99361], [2.39728, -1.16453, -4.88718], [2.45622, 0.25936, -5.18416], [3.69393, -1.81897, -4.81419], [1.37266, -1.89687, -5.60291], [0.37029, -2.05112, 1.17399], [1.26386, -0.70382, 1.43273], [-0.04978, 0.68930, -1.10333], [0.73098, 0.61336, -3.42941], [2.85535, -2.99096, -2.67112], [2.07181, -2.96860, -0.30434], [-1.40383, -0.56657, 3.10662], [-0.26621, 0.01156, 3.86826], [0.93009, -0.69892, 4.00399], [2.02543, -0.14466, 4.65240], [1.94169, 1.13033, 5.18988], [0.75029, 1.83616, 5.08603], [-0.33900, 1.28771, 4.43149], [-2.38150, -0.26007, 3.47334], [-1.34582, -1.65675, 3.05512], [0.99158, -1.71732, 3.63148], [2.93875, -0.71831, 4.74916], [2.79384, 1.56878, 5.69139], [0.67542, 2.82873, 5.51154], [-1.25829, 1.85200, 4.33829]]}

=====

No. 4
{"formula": "C38H55F20O17PSi2", "method": "ωB97M-V with the def2-TZVPD basis set", "e_homo_ev": -9.22, "relative_energy_kj_mol": 0.0, "lumo_energy_ev": 0.025, "total_charge": 0, "total_energy_ha": -5677.97716, "elements": ["C", "C", "O", "C", "C", "O", "C", "C", "O", "C", "Si", "O", "O", "Si", "C", "C", "O", "C", "C", "F", "F", "C", "F", "F", "C", "F", "F", "C", "F", "F", "C", "C", "C", "C", "C", "C", "C", "C", "P", "O", "O", "O", "H", "H", "H", "H", "H", "H", "H", "H", "H", "H", "H", "H", "H", "H", "H", "H", "H", "H", "H", "H", "H", "H", "H", "H", "H", "H", "H", "H", "H", "H", "H", "H", "H", "H", "H", "C", "C", "O", "C", "O", "C", "F", "F", "F", "H", "H", "H", "H", "H", "C", "C", "O", "C", "O", "C", "F", "F", "F", "H", "H", "H", "H", "H", "C", "C", "O", "C", "O", "C", "F", "F", "F", "H", "H", "H", "H", "H", "C", "C", "O", "C", "O", "C", "F", "F", "F", "H", "H", "H", "H", "H"], "coordinates": [[-4.81161, 2.13910, 4.49595], [-3.91209, 1.56694, 5.61233], [-2.56787, 1.99355, 5.55120], [-1.91375, 1.65150, 4.34898], [-1.84033, 0.15767, 4.08345], [-2.92715, -0.28452, 3.29456], [-3.40414, -1.57241, 3.61191], [-3.61315, -2.40271, 2.36018], [-4.22062, -1.64057, 1.35573], [-3.85654, -2.05432, 0.02081], [-2.46610, -0.87542, -0.51359], [-1.68227, -1.37969, -1.88976], [-1.45706, -0.70512, 0.75872], [0.19648, -0.90009, 0.52354], [0.93901, 0.35674, -0.67082], [2.34321, 0.64666, -0.17808], [3.09807, 1.34546, -1.16114], [4.46494, 1.37171, -0.80257], [5.13008, 2.69544, -1.22495], [4.25349, 3.42006, -1.94239], [6.16146, 2.41491, -2.05791], [5.62147, 3.58996, -0.03467], [5.08072, 3.23247, 1.14899], [5.20824, 4.85371, -0.28222], [7.15672, 3.68678, 0.10024], [7.64862, 4.37894, -0.93682], [7.71079, 2.45391, 0.12661], [7.60620, 4.39102, 1.39725], [7.06501, 5.61095, 1.52554], [8.95407, 4.54860, 1.32027], [0.70841, -2.64868, 0.04602], [-0.21408, -3.77025, 0.53797], [-0.18494, -4.06054, 2.02154], [0.63589, -3.44859, 2.92200], [0.60221, -3.75332, 4.25654], [-0.26032, -4.69491, 4.72021], [-1.06528, -5.32776, 3.81441], [-1.03554, -5.03221, 2.49335], [-3.46288, 1.12976, -0.78789], [-2.58030, 2.18249, -0.26090], [-4.82470, 1.11390, 0.05136], [-3.91984, 1.32910, -2.31146], [-5.02269, 1.32588, 3.80621], [-4.28804, 2.89159, 3.91264], [-5.72988, 2.55443, 4.89661], [-4.30837, 1.93451, 6.55590], [-4.01761, 0.47883, 5.63839], [-0.88651, 1.99548, 4.46089], [-2.31165, 2.17322, 3.47469], [-1.77802, -0.33677, 5.05595], [-0.90717, -0.01846, 3.53799], [-4.36137, -1.46818, 4.14095], [-2.75001, -2.11837, 4.29418], [-2.62528, -2.76333, 2.06607], [-4.19475, -3.28526, 2.65850], [-3.53743, -3.09701, 0.04509], [-4.75490, -1.90910, -0.57659], [-2.12139, -0.93377, -2.62722], [0.82282, -0.60557, 1.83514], [0.96216, -0.01866, -1.69121], [0.34628, 1.27553, -0.67363], [2.32094, 1.15595, 0.78763], [2.82630, -0.33113, -0.02135], [4.57764, 1.15070, 0.25714], [4.97711, 0.57337, -1.34496], [7.41648, 3.76398, 2.26910], [1.74471, -2.82101, 0.33676], [0.69479, -2.68922, -1.04526], [0.10856, -4.68855, 0.04205], [-1.25005, -3.62625, 0.23350], [1.31252, -2.67661, 2.58678], [1.26738, -3.23063, 4.92749], [-0.30174, -4.91060, 5.77539], [-1.76909, -6.08041, 4.14463], [-1.67816, -5.55590, 1.80073], [-4.59446, 1.28738, 0.97735], [-4.36412, 2.19171, -2.35645], [-4.25254, 6.38111, -0.67505], [-5.51625, 6.62379, 0.12227], [-6.29775, 5.41926, 0.24013], [-5.89390, 4.55727, 1.16249], [-4.95906, 4.68748, 1.89469], [-6.83839, 3.34683, 1.19197], [-7.09975, 2.89285, -0.03760], [-8.00865, 3.66830, 1.75899], [-6.30111, 2.35232, 1.89529], [-4.49349, 5.95542, -1.64986], [-3.71224, 7.31576, -0.82134], [-3.59389, 5.67782, -0.16640], [-6.15467, 7.34006, -0.39057], [-5.29853, 7.02567, 1.11111], [0.83241, -0.59791, -7.67427], [-0.45415, -0.49995, -6.88386], [-1.17450, -1.74919, -6.89732], [-0.74521, -2.67911, -6.05455], [0.17610, -2.56333, -5.30247], [-1.63670, -3.92462, -6.15237], [-1.86148, -4.26928, -7.42944], [-2.82568, -3.69337, -5.57183], [-1.08518, -4.96456, -5.54182], [0.63002, -0.93915, -8.69005], [1.32348, 0.37331, -7.71869], [1.51982, -1.31109, -7.22102], [-1.12152, 0.22843, -7.33920], [-0.27327, -0.18447, -5.85678], [11.07200, 5.37013, 3.15063], [11.17081, 5.36975, 4.66123], [11.86126, 4.19963, 5.14170], [13.18450, 4.23393, 5.07229], [13.85108, 5.13355, 4.65578], [13.76529, 2.93697, 5.65693], [13.12296, 1.85932, 5.19108], [13.65116, 2.93662, 6.99212], [15.05248, 2.81048, 5.35384], [10.61165, 4.45223, 2.80217], [10.48040, 6.21720, 2.80746], [12.05968, 5.43175, 2.69386], [10.17721, 5.32717, 5.10304], [11.65677, 6.27018, 5.03553], [-4.55376, -5.69713, -7.50846], [-5.86870, -5.60824, -6.76587], [-6.60177, -6.84707, -6.83920], [-6.21498, -7.80159, -6.00554], [-5.32804, -7.73155, -5.20772], [-7.11537, -9.03469, -6.17872], [-7.28648, -9.33826, -7.47035], [-8.32411, -8.80605, -5.64737], [-6.59358, -10.09593, -5.57301], [-4.72077, -6.00934, -8.54052], [-4.05942, -4.73570, -7.50828], [-3.88995, -6.43013, -7.05033], [-6.50985, -4.85915, -7.22575], [-5.72395, -5.32167, -5.72455]]}

=====

Number 1: largest force on an atom 0.0277 hartree/bohr. Number 2: largest force on an atom 0.0921 hartree/bohr. Number 3: largest force on an atom 0.0045 hartree/bohr. Number 4: largest force on an atom 0.0384 hartree/bohr.